Below is 2 unconnected molecules or ions with the total composition C23H28N2O4 in a non-equilibrium geometry, with properties calculated with ωB97M-V/def2-TZVPD.

Structure (XYZ):
```
57
Properties=species:S:1:pos:R:3:forces:R:3:nbo_charge:R:1
C -5.0477 -0.9412 0.4173 0.22 0.05 -0.24 -0.39
N -4.9015 -0.5047 -0.9563 -0.75 0.09 0.32 -0.50
C -6.1676 -0.3969 -1.6480 0.31 -0.01 0.02 -0.39
C -3.6419 -0.3089 -1.5487 0.92 0.10 -0.33 0.16
C -2.9441 -1.3877 -2.1366 -0.37 0.47 0.39 -0.24
C -1.6296 -1.2311 -2.5487 -0.05 0.03 -0.19 -0.15
C -1.0078 0.0076 -2.4361 0.24 0.19 -0.22 -0.02
C 0.4570 0.1574 -2.8170 -0.86 0.03 -0.38 -0.45
C 1.3460 -0.1104 -1.6650 1.30 -0.59 1.76 -0.32
C 2.1234 0.9799 -1.0840 -0.32 -0.11 -0.05 0.77
O 1.7680 2.1465 -1.0832 0.55 -0.72 -0.07 -0.62
O 3.2079 0.5933 -0.3318 0.22 -0.18 -0.14 -0.56
C 3.8184 -0.6768 -0.6697 -0.66 0.40 0.20 0.54
C 4.4506 -0.5278 -2.0360 0.35 -0.26 0.06 -0.66
C 4.8282 -1.0041 0.4327 -0.29 0.07 -0.24 -0.63
O 2.8249 -1.7117 -0.6455 0.03 -0.06 0.18 -0.54
C 1.6314 -1.4956 -1.2964 0.33 0.31 -0.54 0.77
O 0.8609 -2.4238 -1.4662 0.83 0.25 0.06 -0.64
C -1.6922 1.1010 -1.9061 0.12 -0.10 -0.19 -0.23
C -3.0057 0.9544 -1.4898 -0.47 -0.62 0.14 -0.22
H -4.0693 -0.9975 0.9102 -0.25 0.01 -0.12 0.20
H -5.6934 -0.2456 0.9766 0.16 -0.05 0.01 0.18
H -5.5347 -1.9292 0.4679 0.15 0.04 0.06 0.17
H -6.0254 -0.0552 -2.6817 -0.04 -0.11 0.32 0.21
H -6.6770 -1.3777 -1.6508 -0.05 0.25 -0.16 0.17
H -6.8130 0.3194 -1.1095 -0.02 -0.14 -0.29 0.18
H -3.4466 -2.3487 -2.2433 0.10 0.18 0.16 0.22
H -1.0506 -2.0771 -2.9223 -0.29 0.26 0.03 0.23
H 0.6875 -0.5768 -3.6105 -0.05 0.37 0.21 0.23
H 0.6450 1.1808 -3.1814 -0.05 -0.43 0.08 0.24
H 3.7056 -0.3005 -2.8051 0.20 -0.05 0.14 0.23
H 5.1831 0.2825 -1.9684 -0.13 -0.10 -0.17 0.23
H 4.9724 -1.4563 -2.2791 -0.07 0.10 -0.15 0.23
H 4.3155 -1.1416 1.3929 0.06 0.05 -0.29 0.23
H 5.3535 -1.9320 0.1708 -0.14 0.27 0.09 0.23
H 5.5490 -0.1827 0.5249 -0.15 -0.22 -0.07 0.23
H -1.1518 2.0464 -1.7880 -0.32 -0.20 -0.16 0.23
H -3.5642 1.8036 -1.1000 0.11 -0.20 0.08 0.22
C 0.2562 -1.4494 2.2470 0.25 -0.19 0.14 -0.41
N 0.7016 -0.2047 1.5752 -0.60 -0.32 -0.95 -0.42
C 0.9742 0.9440 2.4056 0.44 0.41 0.86 0.11
C 0.0347 1.3622 3.3691 0.27 -0.11 -0.51 -0.18
C 0.3671 2.3753 4.2705 0.11 -0.08 0.10 -0.22
C 1.6677 2.8883 4.3274 -0.01 -0.16 -0.24 -0.21
C 2.5992 2.4756 3.3679 -0.58 0.12 0.00 -0.19
C 2.2372 1.5528 2.3843 -0.20 -0.18 0.13 -0.22
C 0.2704 -0.1232 0.2982 -1.30 0.91 -0.14 0.01
H 0.5103 -1.3916 3.3072 -0.04 -0.03 -0.19 0.22
H -0.8314 -1.5785 2.1246 0.33 0.13 0.18 0.20
H 0.7409 -2.3301 1.8069 0.02 0.32 0.05 0.23
H -0.9471 0.8823 3.4077 0.26 0.26 -0.05 0.21
H -0.3966 2.7601 4.9480 0.24 -0.26 -0.07 0.22
H 1.9527 3.5918 5.1199 -0.19 -0.23 -0.48 0.22
H 3.6030 2.8906 3.3610 -0.14 -0.07 0.02 0.22
H 2.9419 1.2776 1.6088 -0.09 -0.03 0.23 0.25
H -0.0374 0.8509 -0.1025 0.10 -0.39 0.67 0.23
H -0.3089 -1.0054 -0.0149 0.31 0.56 -0.08 0.23
```
Forces are in eV/Å.

LUMO energy (eV): 0.24
Strongest force on any atom (eV/Å): 2.26
DFT total energy (eV): -35473.703
ΔE to the lowest compared entry with this formula, charge and spin (eV): 4.6184
Gap between HOMO and LUMO (eV): 8.21



Below is C23H28N2O6S in the gas phase, with properties calculated with ωB97M-V/def2-TZVPD.

Structure (XYZ):
```
60
Properties=species:S:1:pos:R:3:forces:R:3:nbo_charge:R:1
C 8.2784 0.9370 1.3535 -0.44 -0.08 -0.16 -0.62
C 7.1719 1.0480 0.3229 0.35 0.27 -0.28 -0.07
O 5.9880 0.4497 0.8614 0.26 -0.14 0.39 -0.51
C 4.8804 0.5471 0.1290 -0.31 -0.15 0.21 0.81
O 4.8381 1.1075 -0.9371 0.07 0.09 -0.15 -0.62
C 3.7199 -0.1437 0.8237 0.03 -0.05 0.14 -0.31
C 2.5262 0.8069 0.9963 0.13 0.10 -0.26 -0.40
C 1.8587 1.1093 -0.3471 -0.01 0.50 0.30 -0.23
N 1.4753 -0.1223 -0.9928 0.19 0.00 -0.02 -0.43
C 0.2238 -0.4974 -1.3073 -0.10 0.13 0.01 0.68
O -0.0236 -1.5439 -1.8905 -0.13 -0.13 -0.22 -0.65
C -0.8862 0.4291 -0.9179 -0.26 -0.01 0.04 -0.14
C -1.2666 0.5803 0.4101 0.10 0.00 -0.18 -0.15
C -2.3666 1.3525 0.7363 0.02 0.19 -0.12 -0.21
C -3.1083 1.9804 -0.2551 0.24 0.10 0.02 -0.03
C -4.3658 2.7464 0.0670 0.29 0.17 0.19 -0.26
N -5.5472 2.1389 -0.5073 -0.67 -0.58 0.34 -0.84
S -6.2137 0.8502 0.3205 -0.09 0.07 -0.43 2.32
O -7.2966 0.3942 -0.4992 0.24 -0.08 -0.21 -0.93
O -6.4810 1.3048 1.6526 0.36 -0.02 0.11 -0.95
C -4.9526 -0.4156 0.3985 -0.63 0.45 0.11 -0.38
C -4.4901 -0.8249 1.6359 -0.03 -0.07 0.09 -0.18
C -3.5088 -1.7883 1.7110 0.09 -0.15 -0.15 -0.26
C -2.9750 -2.3474 0.5433 -0.21 0.15 0.18 0.33
O -2.0181 -3.2801 0.7268 -0.11 0.20 0.27 -0.49
C -1.4734 -3.9345 -0.4047 0.17 -0.10 -0.32 -0.28
C -3.4542 -1.9276 -0.6984 0.12 -0.12 -0.03 -0.25
C -4.4473 -0.9663 -0.7613 -0.03 -0.07 0.01 -0.17
C -2.7146 1.8365 -1.5810 0.04 0.05 0.16 -0.22
C -1.6208 1.0610 -1.9132 0.12 -0.05 0.01 -0.18
C 2.5971 -0.9918 -1.2763 0.10 -0.53 -0.15 -0.24
C 3.2837 -1.3860 0.0297 0.08 0.20 -0.16 -0.40
H 9.1871 1.3838 0.9613 0.10 0.04 -0.03 0.22
H 7.9940 1.4529 2.2665 0.03 0.06 0.10 0.21
H 8.4680 -0.1067 1.5889 0.08 -0.09 0.05 0.21
H 7.4357 0.5281 -0.6048 -0.06 0.11 0.10 0.19
H 6.9554 2.0933 0.0763 0.03 -0.18 -0.01 0.19
H 4.0844 -0.4546 1.8073 -0.06 0.04 -0.13 0.23
H 2.8519 1.7401 1.4582 -0.03 0.03 0.06 0.22
H 1.8022 0.3313 1.6613 -0.02 0.01 0.04 0.21
H 0.9840 1.7445 -0.2041 0.14 -0.06 -0.04 0.23
H 2.5744 1.6292 -0.9929 -0.17 0.00 0.07 0.22
H -0.7138 0.0762 1.1891 0.08 -0.08 0.10 0.21
H -2.6598 1.4599 1.7697 -0.06 -0.02 0.12 0.22
H -4.2946 3.7743 -0.3059 -0.05 -0.12 0.12 0.22
H -4.5466 2.7730 1.1429 0.18 0.20 -0.02 0.23
H -5.4910 1.9506 -1.4957 -0.10 -0.09 -0.19 0.39
H -4.9175 -0.3782 2.5194 0.02 0.01 0.17 0.25
H -3.1330 -2.1333 2.6613 0.04 -0.04 0.12 0.23
H -0.7553 -4.6492 -0.0063 -0.06 0.01 -0.05 0.19
H -2.2480 -4.4713 -0.9592 -0.02 -0.02 0.04 0.17
H -0.9633 -3.2302 -1.0668 -0.10 -0.10 0.09 0.23
H -3.0498 -2.3336 -1.6108 0.07 -0.04 -0.09 0.23
H -4.8381 -0.6477 -1.7154 0.02 -0.01 -0.18 0.23
H -3.2752 2.3322 -2.3612 -0.06 0.06 -0.13 0.21
H -1.3301 0.9378 -2.9456 0.02 -0.03 -0.12 0.22
H 2.2152 -1.8728 -1.7950 0.10 0.14 0.05 0.25
H 3.3012 -0.4626 -1.9254 -0.10 -0.08 0.01 0.22
H 4.1469 -2.0176 -0.1848 0.00 -0.07 0.02 0.22
H 2.5845 -1.9590 0.6426 0.01 -0.04 0.01 0.21
```
Forces are in eV/Å.

LUMO energy (eV): 0.54
Strongest force on any atom (eV/Å): 0.95
DFT total energy (eV): -50406.534
ΔE to the lowest compared entry with this formula, charge and spin (eV): 0.5820
Gap between HOMO and LUMO (eV): 9.15



Below is C23H28N4O2 in the gas phase in a non-equilibrium geometry, with properties calculated with ωB97M-V/def2-TZVPD.

Structure (XYZ):
```
57
Properties=species:S:1:pos:R:3:forces:R:3:nbo_charge:R:1
C 7.6238 -2.6009 1.9312 -1.39 -2.16 -0.61 -0.63
C 6.0424 -2.1820 2.2275 5.30 -7.96 -7.38 -0.36
C 5.6063 -1.7464 0.9124 -0.96 3.97 0.56 -0.23
N 4.3449 -1.2087 1.1961 -9.26 -2.65 -2.19 -0.71
C 3.0309 -2.1896 0.8510 3.65 3.80 0.08 0.70
O 3.1500 -3.2329 0.2686 -0.15 0.50 0.66 -0.58
C 1.7467 -1.4787 1.2278 -2.35 -4.75 1.37 -0.12
C 1.4830 -0.1876 1.6977 6.96 -0.96 -3.41 -0.27
C 0.2654 0.1519 1.9107 -1.55 8.01 0.14 -0.18
C -0.7833 -0.6188 1.7593 -4.77 3.41 4.56 0.06
N -2.0620 -0.0362 2.3825 1.33 -12.78 -7.88 -0.41
C -2.2984 1.1443 2.7036 -1.32 9.97 4.74 -0.29
C -2.3364 2.3127 1.7420 -3.75 -1.58 -3.18 -0.39
C -3.1268 1.3086 0.3552 12.75 12.80 -6.36 0.37
C -4.0333 0.4883 0.7060 -4.30 -7.23 2.36 -0.59
C -3.1660 -0.5932 1.3935 -4.04 4.46 9.21 -0.21
C -1.8805 0.9110 -0.7138 -1.17 13.02 4.58 -0.44
C -2.2066 1.8771 -1.8637 4.33 -8.02 4.44 0.15
C -1.5402 1.7851 -2.9598 8.77 -1.75 -13.84 0.00
C -0.4074 0.7666 -3.3153 -6.42 8.88 -1.82 -0.20
C 0.4593 1.0653 -4.3175 2.81 -7.21 -2.12 -0.19
C 0.0111 1.6225 -5.4617 3.73 0.38 -2.29 -0.19
C -1.0106 2.4915 -5.2144 1.66 2.51 -11.65 -0.24
C -1.7533 2.7471 -4.2593 -1.58 -4.44 11.36 -0.17
N -3.0812 2.6351 -1.8399 -8.86 6.29 4.24 -0.05
O -3.6214 2.5383 -0.5296 -1.79 -0.02 0.96 -0.46
C -0.6154 -1.9206 1.9185 7.83 -1.63 -4.13 0.16
N -1.5073 -2.7982 1.9108 -9.28 -7.24 5.75 -0.75
C 0.6709 -2.4912 1.4098 -1.01 14.03 1.36 -0.18
H 7.4913 -3.4759 1.1704 0.92 1.80 0.80 0.20
H 8.2060 -1.7188 1.5992 -0.44 -0.70 -0.25 0.20
H 8.1660 -3.0664 2.7651 -0.34 0.29 0.09 0.20
H 5.6165 -3.0117 2.6338 -1.77 -1.78 1.16 0.21
H 6.2831 -1.4684 2.7055 1.41 9.52 7.36 0.18
H 6.0817 -0.8431 0.3980 0.77 -1.59 0.87 0.20
H 5.3968 -2.4563 0.1964 0.13 -1.97 -1.55 0.22
H 3.8291 -0.5518 1.7630 1.91 0.48 0.53 0.41
H 2.2598 0.5439 1.3751 -0.64 -0.14 1.05 0.22
H 0.0646 1.3272 1.9812 0.45 -2.69 0.17 0.21
H -1.6068 1.4408 3.4304 1.84 0.49 1.53 0.22
H -3.1532 1.2144 3.4221 -0.36 -0.22 -0.86 0.20
H -3.1769 3.0605 1.9460 1.34 -0.97 -0.09 0.23
H -1.3990 2.8440 1.4662 -0.71 -0.74 -0.14 0.21
H -4.7286 1.0278 1.2781 -1.42 -0.04 1.29 0.24
H -4.4914 -0.0403 -0.0905 -0.90 -0.21 -1.05 0.24
H -3.0419 -1.4730 1.0151 1.74 -4.54 -3.38 0.22
H -3.8587 -0.9721 2.3091 0.59 0.59 -1.98 0.19
H -1.9746 0.0586 -0.9712 -0.34 -11.23 -3.35 0.18
H -0.8857 1.3345 -0.4520 -0.55 -1.26 0.61 0.23
H -0.1245 0.3582 -2.5331 2.79 -4.90 6.92 0.17
H 1.2531 0.0450 -4.4486 -1.53 3.50 0.42 0.19
H 0.6884 1.5916 -6.5271 -2.35 0.20 3.30 0.23
H -1.2477 3.0854 -6.2308 0.28 -0.82 2.17 0.20
H -2.4728 3.3514 -3.9151 -2.61 2.98 -0.49 0.23
H -1.1424 -3.7681 2.1241 -0.66 1.52 -0.62 0.39
H -2.3753 -2.6730 2.8130 3.17 -0.10 -3.53 0.36
H 0.9957 -3.3517 1.3787 2.10 -9.10 -0.46 0.19
```
Forces are in eV/Å.

LUMO energy (eV): 0.10
Strongest force on any atom (eV/Å): 19.15
DFT total energy (eV): -34337.387
ΔE to the lowest compared entry with this formula, charge and spin (eV): 25.8812
Gap between HOMO and LUMO (eV): 7.93



Below is a molecular structure, C23H28N5O4ReS, with properties calculated with ωB97M-V/def2-TZVPD.

Structure (XYZ):
```
62
Properties=species:S:1:pos:R:3:forces:R:3:nbo_charge:R:1
Re 0.7798 -0.4808 0.3356 -0.65 -0.16 -0.39 1.09
N 3.5534 6.3124 0.8384 0.00 0.00 -0.03 -0.75
C 3.4256 5.0115 0.4967 0.01 0.01 0.02 0.24
C 4.5098 4.1234 0.6507 0.00 0.00 0.00 -0.26
C 4.3859 2.8032 0.3059 0.00 0.00 -0.01 -0.14
C 3.1614 2.3280 -0.1812 0.11 -0.01 -0.14 -0.43
C 2.0755 3.1908 -0.3446 0.00 0.00 0.06 -0.17
C 2.2058 4.5161 -0.0061 -0.02 -0.01 -0.01 -0.27
S 3.0777 0.6782 -0.6598 0.12 0.16 0.14 2.29
O 4.2305 0.2469 -1.3519 -0.02 -0.10 0.00 -0.83
O 1.7322 0.4638 -1.3286 0.09 0.06 0.08 -0.92
N 2.7511 -0.2508 0.6818 -0.14 -0.16 -0.03 -0.86
C 2.5710 0.1766 2.0074 0.12 -0.04 -0.03 0.56
N 1.3021 -0.1610 2.3617 0.13 0.11 0.13 -0.51
C 0.9295 0.0531 3.6249 0.00 0.00 0.00 0.13
C 1.8253 0.6137 4.5134 0.00 0.00 0.01 -0.30
C 3.0712 0.9867 4.0239 0.00 0.00 -0.01 0.14
N 3.4522 0.7774 2.7584 0.01 0.01 0.01 -0.42
H 4.4572 6.6889 1.0655 0.00 0.00 0.01 0.41
H 2.8389 6.9754 0.5952 0.00 0.00 0.01 0.41
H 5.4551 4.4955 1.0237 0.00 0.00 0.00 0.24
H 5.2327 2.1365 0.4020 -0.01 -0.01 -0.01 0.25
H 1.1511 2.8232 -0.7685 0.00 0.01 -0.01 0.23
H 1.3776 5.1970 -0.1548 0.00 0.00 0.00 0.22
H -0.0758 -0.2327 3.9030 0.00 0.00 0.00 0.23
H 1.5593 0.7707 5.5475 0.00 0.00 0.00 0.26
H 3.8002 1.4644 4.6668 0.00 0.00 0.00 0.23
C -3.6877 -2.2567 -2.7157 0.01 0.00 0.01 -0.66
C -2.5338 -1.2963 -2.6091 -0.04 -0.03 -0.01 0.13
C -2.7686 0.0730 -3.1899 0.01 0.00 -0.01 -0.65
O -2.1655 -1.1833 -1.1362 0.15 0.07 -0.10 -0.56
H -3.8620 -2.4661 -3.7713 0.00 0.01 0.00 0.26
H -4.6106 -1.8321 -2.3168 0.00 0.00 -0.01 0.22
H -3.4663 -3.1987 -2.2159 0.00 0.00 0.00 0.25
H -1.6164 -1.7386 -2.9958 -0.01 -0.01 0.00 0.23
H -3.6844 0.5251 -2.8072 0.00 0.00 0.00 0.21
H -2.8904 -0.0390 -4.2678 0.00 0.01 0.00 0.27
H -1.9217 0.7376 -3.0201 0.00 0.00 0.01 0.23
C -4.2609 1.5415 -0.1474 0.00 -0.04 0.00 -0.42
N -2.9881 0.8013 -0.0586 -0.04 0.02 0.01 -0.42
C -2.9803 -0.6387 -0.0842 -0.01 -0.03 0.07 0.09
C -1.8507 1.4696 0.1397 -0.06 -0.10 -0.15 0.57
O -0.7269 0.9576 0.1844 -0.03 0.08 0.30 -0.63
H -5.0042 0.9050 -0.6200 0.00 0.01 -0.03 0.23
H -4.1322 2.4296 -0.7616 0.01 0.01 0.02 0.24
H -4.6192 1.8228 0.8408 -0.01 -0.01 0.00 0.23
H -3.9926 -1.0064 -0.2156 0.00 0.01 -0.01 0.24
H -2.5435 -1.0529 0.8237 0.01 0.00 -0.02 0.24
H -1.1654 -1.2753 -0.8588 -0.08 -0.05 0.13 0.55
H -1.9481 2.5536 0.2293 0.01 0.00 -0.05 0.18
C 0.0936 -2.0741 0.1389 0.39 0.17 -0.02 -0.19
C -0.1787 -3.4816 -0.0736 -0.04 0.04 0.01 -0.12
C 0.2711 -4.1086 -1.2397 0.01 0.00 0.01 -0.20
C -0.0138 -5.4468 -1.4522 0.00 0.00 0.00 -0.20
C -0.7431 -6.1624 -0.5106 0.00 0.00 0.00 -0.17
C -1.1889 -5.5422 0.6495 0.00 0.00 0.00 -0.20
C -0.9122 -4.2034 0.8713 0.00 0.00 0.00 -0.20
H 0.8579 -3.5505 -1.9590 0.00 0.00 0.00 0.22
H 0.3441 -5.9367 -2.3475 0.00 0.00 0.00 0.24
H -0.9568 -7.2094 -0.6774 0.00 0.00 0.00 0.24
H -1.7455 -6.1059 1.3858 0.00 0.00 0.00 0.24
H -1.2444 -3.7190 1.7813 0.00 0.00 0.00 0.22
```
Forces are in eV/Å.

LUMO energy (eV): -5.91
Strongest force on any atom (eV/Å): 0.77
DFT total energy (eV): -52894.299
ΔE to the lowest compared entry with this formula, charge and spin (eV): 0.9510
Gap between HOMO and LUMO (eV): 7.37
Charge: +2